{
  "formula": "C6H41NO13",
  "method": "the ωB97M-V functional and the def2-TZVPD basis",
  "e_homo_ha": -0.3476,
  "energy_ev": -34994.396,
  "gap_ha": 0.351,
  "e_above_lowest_kj_mol": 254.7,
  "species": ["C", "C", "C", "C", "C", "C", "N", "H", "H", "H", "H", "H", "H", "H", "H", "H", "H", "H", "H", "H", "H", "H", "H", "H", "O", "H", "H", "O", "H", "H", "O", "H", "H", "O", "H", "H", "O", "H", "H", "O", "H", "H", "O", "H", "H", "O", "H", "H", "O", "H", "H", "O", "H", "H", "O", "H", "H", "O", "H", "H", "O"],
  "xyz": [[1.173, -1.333, -0.284], [0.723, -2.297, -1.338], [-0.744, -2.696, -1.457], [-1.777, -1.588, -1.970], [-1.201, -3.269, -0.028], [-1.860, -4.663, -0.166], [1.113, -1.998, -2.771], [1.990, -0.629, -0.561], [0.328, -0.660, -0.067], [1.559, -1.804, 0.628], [1.126, -3.301, -1.066], [-0.922, -3.505, -2.176], [-1.989, -0.971, -1.077], [-1.171, -1.085, -2.708], [-2.679, -1.932, -2.363], [-0.434, -3.189, 0.710], [-1.934, -2.526, 0.373], [-1.772, -5.225, 0.757], [-1.550, -5.158, -1.092], [-2.934, -4.631, -0.354], [0.964, -0.969, -2.977], [2.157, -2.022, -2.935], [0.256, 1.557, -0.216], [0.767, 3.008, 0.306], [0.920, 2.069, 0.231], [-2.360, -2.160, 4.189], [-2.699, -0.855, 3.366], [-3.018, -1.507, 3.980], [3.690, 0.285, -1.719], [5.022, 0.298, -0.792], [4.105, 0.049, -0.896], [2.903, 2.141, 2.980], [2.235, 1.246, 4.019], [2.198, 2.143, 3.673], [-1.285, 3.902, -0.670], [-0.206, 5.031, -0.968], [-0.660, 4.536, -0.237], [-1.996, 2.103, -1.715], [-1.451, 2.556, -2.991], [-1.243, 2.676, -2.032], [-1.144, 0.493, 1.885], [-0.720, -0.902, 1.147], [-1.412, -0.313, 1.437], [3.481, 1.094, 0.736], [2.217, 1.179, 1.521], [3.165, 0.971, 1.652], [0.504, 2.005, -2.566], [1.904, 2.309, -1.999], [1.455, 1.780, -2.655], [1.648, -3.168, 2.692], [1.379, -2.731, 4.065], [1.169, -2.463, 3.160], [-2.675, 1.243, 0.746], [-3.952, 1.661, -0.135], [-3.015, 1.471, -0.123], [-0.923, 1.307, -5.340], [-0.370, 1.188, -3.953], [-1.148, 1.492, -4.420], [0.087, 1.907, 2.429], [-0.416, 1.957, 3.928], [-0.659, 1.776, 3.027]],
  "forces_ev_per_angstrom": [[0.0, 1.7, 0.4], [0.4, -1.9, -2.5], [-2.8, 0.0, 1.7], [3.4, 0.2, 2.5], [-1.9, 1.1, -1.6], [-0.4, 0.7, -0.1], [1.8, 1.8, 0.0], [-0.6, -0.8, -0.3], [0.4, -0.1, 0.1], [-0.5, 0.1, -0.1], [0.4, 0.6, -0.6], [1.0, 0.0, 0.1], [0.0, 0.3, -0.8], [-0.5, 0.7, -0.5], [-1.3, -0.9, -0.7], [1.0, -0.6, 0.3], [0.2, -0.8, -0.3], [0.4, -0.5, -0.2], [0.7, -0.4, 0.6], [-0.2, 0.6, 0.2], [-0.2, -1.4, 0.5], [-1.4, -0.4, 0.6], [-0.8, 0.5, -0.4], [-1.1, 0.5, -0.4], [1.6, -0.9, 1.1], [0.7, 0.0, -0.3], [0.8, 0.0, -0.5], [-1.4, 0.0, 0.7], [0.4, 0.4, -0.7], [0.2, 0.2, -0.7], [-0.4, -0.5, 1.1], [-0.6, -0.2, 0.7], [0.1, 0.0, 0.0], [0.3, 0.4, -0.1], [0.9, 0.9, 0.1], [-0.9, -0.9, 0.9], [0.3, 0.4, -0.7], [0.9, 0.5, 0.7], [0.5, 0.7, 0.4], [-1.7, -1.5, -1.1], [1.0, -0.2, 0.6], [0.5, 0.2, 0.5], [-1.8, -0.1, -0.3], [0.1, -0.5, 0.4], [0.4, -0.2, 0.1], [-0.3, 0.3, -1.0], [0.7, 0.2, 0.6], [-0.1, 0.2, 0.4], [-0.6, -0.4, -0.8], [-0.3, 0.4, -0.3], [-0.3, 0.4, 0.1], [0.5, -0.8, 0.1], [-0.4, -0.3, 0.1], [-0.1, -0.1, 0.6], [0.4, 0.3, -1.0], [-0.3, 0.2, 0.0], [0.3, -0.3, 0.1], [0.0, -0.2, -0.6], [0.4, 0.4, 0.6], [0.6, 0.2, 0.2], [-0.9, -0.3, -1.0]],
  "lowdin_charge": [-0.0485, -0.4065, -0.3117, -0.0239, -0.2007, -0.0929, 0.0190, 0.0605, 0.0556, 0.0796, 0.1447, 0.1142, 0.0569, 0.0421, 0.0528, 0.0704, 0.0991, 0.0619, 0.0652, 0.0667, 0.0588, 0.0825, 0.0250, 0.0384, -0.0311, 0.0183, -0.0062, -0.0471, 0.0323, 0.0575, -0.0417, 0.0259, 0.0383, -0.0873, 0.0161, 0.0668, -0.0985, 0.0617, 0.0429, -0.1070, -0.0132, -0.0060, -0.0575, 0.0228, 0.0138, -0.0915, -0.0079, 0.0254, -0.0654, 0.0399, 0.0381, -0.0633, 0.0239, 0.0565, -0.0364, 0.0756, 0.0109, -0.0370, 0.0129, 0.0491, -0.0405]
}

=====

{
  "formula": "C18H18F7N2O10PS2",
  "method": "the ωB97M-V functional and the def2-TZVPD basis",
  "e_homo_ha": -0.3596,
  "energy_ev": -92395.524,
  "smiles": "CS(=O)(=O)c1c(N)c(CP(=O)(O)O)c2c(c1CCCO)C(=O)C(S(=O)(=O)C(F)(F)C(F)(F)C(F)(F)F)=C(N)C2=O",
  "gap_ha": 0.293,
  "species": ["C", "S", "O", "O", "C", "C", "N", "C", "C", "P", "O", "O", "O", "C", "C", "C", "C", "C", "C", "O", "C", "O", "C", "S", "O", "O", "C", "F", "F", "C", "F", "F", "C", "F", "F", "F", "C", "N", "C", "O", "H", "H", "H", "H", "H", "H", "H", "H", "H", "H", "H", "H", "H", "H", "H", "H", "H", "H"],
  "xyz": [[-3.840, -0.784, 0.974], [-2.688, -1.063, 2.284], [-3.160, -0.373, 3.458], [-2.500, -2.481, 2.382], [-1.210, -0.227, 1.694], [-1.146, 1.172, 1.866], [-2.179, 1.948, 2.451], [-0.019, 1.890, 1.447], [0.029, 3.386, 1.636], [-1.213, 4.345, 0.724], [-0.569, 5.432, -0.017], [-1.958, 3.287, -0.240], [-2.302, 4.882, 1.767], [1.009, 1.181, 0.832], [0.922, -0.202, 0.627], [-0.174, -0.943, 1.063], [-0.194, -2.440, 0.840], [0.442, -3.201, 2.010], [-0.014, -4.665, 2.122], [-0.763, -4.861, 3.315], [2.068, -0.843, -0.108], [2.506, -1.938, 0.135], [2.668, 0.015, -1.180], [3.229, -0.756, -2.655], [2.885, -2.140, -2.652], [4.580, -0.342, -2.915], [2.250, 0.007, -4.075], [2.772, 1.192, -4.383], [2.482, -0.839, -5.103], [0.701, 0.154, -3.926], [0.382, 0.568, -2.684], [0.308, 1.108, -4.795], [-0.141, -1.121, -4.260], [-0.316, -1.229, -5.577], [0.424, -2.229, -3.791], [-1.347, -0.982, -3.681], [2.794, 1.342, -0.975], [3.380, 2.246, -1.823], [2.241, 1.866, 0.330], [2.805, 2.777, 0.882], [-4.101, 0.273, 0.925], [-4.728, -1.359, 1.232], [-3.420, -1.102, 0.022], [-3.081, 1.515, 2.342], [-2.026, 2.086, 3.443], [0.961, 3.782, 1.251], [-0.035, 3.653, 2.692], [-2.908, 3.438, -0.273], [-3.044, 4.277, 1.875], [-1.217, -2.764, 0.682], [0.352, -2.641, -0.083], [0.179, -2.721, 2.954], [1.526, -3.171, 1.905], [-0.628, -4.908, 1.250], [0.859, -5.322, 2.139], [-1.580, -5.319, 3.111], [4.329, 1.979, -2.075], [3.419, 3.164, -1.392]],
  "forces_ev_per_angstrom": [[-0.2, 0.3, -0.1], [-0.2, -0.3, 0.4], [0.0, 0.0, -0.2], [0.1, 0.1, -0.1], [0.1, 0.3, -0.1], [0.0, -0.3, 0.1], [-0.1, 0.2, -0.4], [0.2, 0.0, 0.1], [-0.2, -0.3, -0.2], [0.5, 0.5, -0.4], [-0.1, -0.1, 0.3], [-0.2, 0.0, 0.5], [-0.3, 0.0, -0.4], [-0.1, 0.0, 0.1], [0.2, 0.2, 0.0], [-0.1, -0.1, 0.0], [0.0, 0.3, -0.3], [0.0, -0.3, 0.2], [-0.2, 0.3, -0.1], [0.1, -0.1, 0.1], [0.1, 0.1, -0.1], [-0.1, 0.1, -0.1], [-0.1, -0.1, 0.0], [0.8, -0.2, 0.2], [-0.2, 0.2, 0.0], [-0.3, 0.2, -0.1], [-0.2, -0.4, -0.1], [-0.1, 0.0, 0.1], [0.0, 0.1, 0.1], [0.0, 0.2, -0.4], [0.0, -0.1, 0.0], [0.0, -0.1, 0.2], [-0.2, -0.1, 0.1], [0.1, 0.0, 0.3], [-0.2, 0.2, -0.1], [0.2, -0.1, -0.2], [0.0, -0.1, -0.4], [0.5, 0.1, 1.1], [-0.2, 0.0, 0.0], [0.0, 0.0, -0.1], [0.0, 0.0, 0.0], [0.0, -0.1, 0.0], [0.0, -0.1, 0.1], [0.0, -0.1, 0.4], [0.0, 0.0, 0.1], [0.1, 0.1, 0.2], [0.0, 0.1, 0.0], [0.0, 0.0, -0.3], [0.1, -0.1, 0.4], [0.0, -0.1, 0.1], [0.0, -0.1, 0.1], [0.0, 0.0, 0.0], [-0.1, 0.2, 0.0], [0.1, -0.2, 0.0], [-0.1, -0.1, -0.1], [0.0, 0.0, 0.0], [-0.2, -0.2, -0.6], [-0.1, 0.0, 0.0]],
  "lowdin_charge": [-0.1215, 0.6678, -0.3048, -0.2880, -0.1224, -0.2174, 0.0940, -0.1193, -0.1336, 0.4374, -0.2652, -0.1209, -0.1283, -0.0139, -0.0212, -0.0980, -0.1444, -0.1458, -0.2427, -0.0701, -0.3003, 0.1365, -0.1528, 0.7854, -0.2417, -0.2557, -0.4515, 0.1337, 0.1231, -0.3445, 0.1494, 0.1599, -0.5369, 0.1872, 0.1829, 0.1671, -0.2019, 0.1732, -0.2368, 0.1558, 0.0623, 0.0808, 0.0790, 0.0579, 0.1231, 0.0773, 0.1169, 0.0807, 0.0625, 0.0957, 0.1194, 0.1212, 0.1038, 0.1188, 0.1120, 0.0797, 0.1197, 0.1155]
}

=====

{
  "formula": "C3H8N3",
  "method": "the ωB97M-V functional and the def2-TZVPD basis",
  "e_homo_ha": -0.5110,
  "energy_ev": -7703.403,
  "smiles": "N[C@H]1N[C@H]1C=[NH2+]",
  "charge": 1,
  "gap_ha": 0.353,
  "e_above_lowest_kj_mol": 180.9,
  "species": ["C", "C", "C", "N", "N", "N", "H", "H", "H", "H", "H", "H", "H", "H"],
  "xyz": [[0.981, -1.032, 0.516], [-0.267, -1.106, -0.079], [-1.113, 0.332, -0.133], [1.794, -0.029, 0.278], [-0.514, -0.288, -1.245], [-0.708, 1.564, 0.250], [1.229, -1.679, 1.348], [-0.855, -1.992, 0.119], [-2.124, 0.039, 0.163], [2.621, 0.166, 0.825], [-1.081, -0.753, -1.942], [-0.194, 2.112, -0.423], [-1.353, 2.082, 0.824], [1.583, 0.584, -0.502]],
  "forces_ev_per_angstrom": [[1.0, 1.3, 0.9], [-0.2, -0.6, -0.3], [-1.4, -0.8, -0.7], [-0.2, -0.3, -0.2], [0.3, 0.4, 0.2], [0.4, 0.1, 0.1], [0.0, -0.1, -0.1], [-0.1, 0.1, -0.1], [0.2, 0.2, -0.1], [0.0, -0.2, -0.1], [-0.3, 0.2, 0.1], [-0.1, 0.0, 0.0], [0.2, 0.0, 0.1], [0.1, -0.1, 0.1]],
  "lowdin_charge": [-0.0527, -0.1885, -0.2921, 0.2019, 0.0827, 0.1392, 0.1547, 0.1475, 0.1637, 0.1462, 0.1408, 0.1170, 0.1201, 0.1194]
}

=====

{
  "formula": "C10H40N14O10",
  "method": "the ωB97M-V functional and the def2-TZVPD basis",
  "e_homo_ha": -0.3473,
  "energy_ev": -52363.839,
  "smiles": "NC(N)=O.NC(N)=O.NC(N)=O.NC(N)=O.NC(N)=O.NC(N)=O.NC(N)=O.CC(C)O.O.O",
  "gap_ha": 0.366,
  "e_above_lowest_kj_mol": 0.0,
  "species": ["C", "C", "C", "O", "H", "H", "H", "H", "H", "H", "H", "H", "C", "O", "N", "N", "H", "H", "H", "H", "C", "O", "N", "N", "H", "H", "H", "H", "C", "O", "N", "N", "H", "H", "H", "H", "C", "O", "N", "N", "H", "H", "H", "H", "C", "O", "N", "N", "H", "H", "H", "H", "C", "O", "N", "N", "H", "H", "H", "H", "C", "O", "N", "N", "H", "H", "H", "H", "O", "H", "H", "O", "H", "H"],
  "xyz": [[-3.384, -1.748, -0.603], [-3.634, -3.018, 0.151], [-3.278, -2.906, 1.585], [-4.946, -3.488, 0.050], [-2.340, -1.489, -0.582], [-3.935, -0.997, -0.055], [-3.772, -1.813, -1.628], [-2.948, -3.820, -0.237], [-2.207, -2.643, 1.728], [-3.490, -3.852, 2.082], [-3.944, -2.186, 2.087], [-4.890, -4.424, 0.105], [1.550, -3.374, -3.449], [1.472, -2.217, -3.095], [1.608, -4.554, -2.654], [1.764, -3.635, -4.797], [1.211, -4.482, -1.702], [1.439, -5.456, -3.047], [1.230, -2.911, -5.297], [1.629, -4.587, -5.133], [2.142, 3.475, -0.590], [1.485, 2.516, -0.169], [3.407, 3.744, -0.170], [1.620, 4.353, -1.474], [3.651, 3.339, 0.733], [3.974, 4.509, -0.535], [2.037, 5.238, -1.587], [0.596, 4.427, -1.481], [4.074, 1.079, 2.323], [4.092, 2.319, 2.508], [3.428, 0.418, 1.245], [4.634, 0.264, 3.314], [2.931, 0.984, 0.569], [3.961, -0.368, 0.874], [4.333, -0.692, 3.402], [5.131, 0.700, 4.016], [0.765, -3.027, 0.700], [0.367, -3.978, -0.013], [1.279, -1.871, 0.157], [0.531, -2.963, 2.039], [1.413, -1.849, -0.848], [1.659, -1.204, 0.766], [0.952, -2.201, 2.593], [0.328, -3.830, 2.502], [0.400, 0.053, 3.965], [1.387, -0.640, 3.586], [0.522, 1.405, 4.080], [-0.808, -0.591, 4.231], [-0.252, 2.059, 4.000], [1.381, 1.738, 3.625], [-0.746, -1.586, 4.090], [-1.703, -0.129, 4.283], [-0.124, 1.417, -3.844], [-0.464, 2.536, -3.536], [0.510, 1.188, -5.082], [-0.338, 0.307, -3.111], [1.094, 0.359, -5.123], [0.995, 2.006, -5.412], [-0.601, 0.428, -2.145], [0.298, -0.446, -3.340], [-2.452, 2.935, 1.705], [-1.993, 2.576, 2.814], [-2.222, 4.178, 1.025], [-3.382, 2.129, 1.014], [-2.342, 4.160, 0.000], [-1.512, 4.850, 1.358], [-3.453, 2.274, 0.030], [-3.422, 1.153, 1.331], [-0.482, 0.786, 0.183], [-1.093, 1.076, 0.865], [-0.028, 1.634, -0.007], [-2.260, 3.608, -1.992], [-1.653, 3.220, -2.695], [-3.184, 3.535, -2.285]],
  "forces_ev_per_angstrom": [[-1.0, -0.2, -0.2], [2.1, -1.6, -0.5], [0.5, 0.5, 1.4], [-1.1, 1.1, -0.6], [0.5, 0.1, -0.1], [-0.3, 0.7, -0.1], [0.2, 0.1, 0.2], [-0.4, 0.6, -0.1], [-0.7, -0.1, 0.0], [0.2, -0.2, 0.1], [0.3, 0.1, -0.1], [-0.2, -1.1, 0.1], [0.8, -3.1, -0.1], [-0.4, 0.3, 1.1], [-0.5, 2.5, 0.6], [-0.9, 0.5, -0.4], [0.3, 0.4, -0.3], [0.0, -0.1, -0.6], [0.7, -0.7, -0.2], [-0.1, 0.5, 0.2], [-0.2, 0.1, 0.7], [0.8, 0.4, -0.1], [0.4, -0.2, 0.2], [-1.8, 0.1, -0.6], [0.3, -0.1, -0.1], [-0.6, -0.5, 0.3], [0.7, 0.8, 0.0], [0.7, -0.6, -0.2], [-0.5, 0.7, 1.1], [-0.3, -1.8, -1.1], [1.5, 0.2, 1.4], [-1.6, -0.6, -3.5], [0.1, 0.3, 0.1], [-0.4, 0.3, 0.1], [0.0, 0.2, 0.1], [0.9, 1.0, 1.6], [-1.1, 0.3, -1.4], [0.8, 0.7, 0.8], [-0.5, -2.2, -0.4], [0.6, 0.3, 0.4], [0.0, 0.1, 0.2], [0.4, 1.2, 0.6], [-0.2, -0.4, -0.2], [0.0, -0.1, -0.1], [0.3, -1.3, -1.1], [-1.4, 0.8, 0.9], [0.5, 0.2, -0.4], [1.3, 0.8, 0.0], [-0.2, -0.5, 0.0], [-0.6, -0.3, 0.4], [-0.3, 0.2, -0.1], [0.3, 0.0, 0.0], [0.8, -1.0, -0.9], [-0.4, 1.4, 0.1], [0.0, -0.2, 0.7], [0.4, -0.1, -0.4], [-0.2, 0.2, 0.0], [-0.1, 0.1, -0.1], [0.0, 0.0, 0.2], [-0.3, -0.4, 0.5], [0.0, 0.5, 0.0], [-0.7, 1.1, -2.2], [0.2, -1.3, 0.8], [1.1, 0.1, 1.5], [0.2, -0.1, 0.7], [-0.7, -1.1, 0.0], [0.0, 0.0, -0.5], [0.1, 0.9, -0.3], [-0.2, 0.6, -0.2], [-0.2, -0.4, 0.2], [0.3, -0.5, -0.1], [-0.4, 0.0, -0.2], [-0.6, 0.1, 0.7], [0.7, 0.0, -0.2]],
  "lowdin_charge": [-0.0397, -0.5583, -0.0738, -0.0237, 0.0687, 0.0659, 0.0907, 0.1486, 0.0740, 0.0782, 0.0861, 0.0739, -0.6140, 0.0136, 0.1527, 0.1188, 0.0586, 0.0774, 0.1049, 0.0932, -0.6344, -0.0054, 0.1679, 0.1698, 0.0672, 0.1127, 0.0819, 0.1156, -0.5713, -0.0263, 0.1510, 0.1602, 0.0634, 0.1024, 0.0941, 0.0669, -0.6231, -0.0449, 0.1895, 0.1546, 0.0776, 0.0367, 0.0555, 0.1027, -0.5959, -0.0636, 0.1749, 0.1650, 0.0709, 0.1091, 0.0806, 0.0942, -0.6280, 0.0189, 0.1424, 0.2028, 0.0854, 0.0930, 0.0847, 0.0593, -0.5778, -0.0264, 0.1356, 0.1408, 0.0494, 0.1078, 0.0675, 0.1009, -0.0758, -0.0066, -0.0038, -0.1116, -0.0002, 0.0465]
}

=====

{
  "formula": "C6H5FN3",
  "method": "the ωB97M-V functional and the def2-TZVPD basis",
  "e_homo_ha": -0.1682,
  "energy_ev": -13484.141,
  "charge": -1,
  "gap_ha": 0.243,
  "e_above_lowest_kj_mol": 447.8,
  "species": ["C", "H", "C", "C", "N", "C", "H", "H", "H", "C", "N", "C", "N", "F", "H"],
  "xyz": [[-0.428, -0.022, 0.297], [-0.730, 0.193, -1.802], [0.531, 0.194, -0.863], [-1.845, -0.032, -0.200], [-2.161, 0.186, -1.363], [-0.125, -0.561, 1.676], [0.955, -0.733, 1.759], [-0.487, 0.146, 2.433], [-0.712, -1.477, 1.834], [1.553, -0.808, -0.906], [2.347, -1.648, -1.026], [1.005, 1.565, -1.009], [1.087, 2.541, -1.659], [0.196, 1.708, 0.895], [-1.185, -1.252, -0.066]],
  "forces_ev_per_angstrom": [[-3.8, -1.8, 1.4], [3.1, -0.5, 1.2], [-2.5, 0.0, -1.6], [2.6, 1.2, -2.7], [-1.3, 0.2, 2.1], [-0.4, 0.1, 0.4], [-0.4, 0.0, 0.2], [0.6, 0.0, -0.2], [0.6, 0.0, 0.0], [1.1, -1.2, -0.9], [-0.8, 0.9, 0.3], [-0.8, 1.9, -2.4], [0.7, -1.5, 1.5], [0.0, 0.6, 0.7], [1.3, 0.2, -0.2]],
  "lowdin_charge": [-0.3604, 0.2259, -0.2759, -0.2580, 0.0268, -0.0977, 0.0830, 0.0741, 0.0692, -0.2193, 0.1347, -0.2863, 0.1155, -0.3951, 0.1635]
}

=====

{
  "formula": "C2H12N5",
  "method": "the ωB97M-V functional and the def2-TZVPD basis",
  "e_homo_ha": -0.4859,
  "energy_ev": -9713.154,
  "charge": 1,
  "gap_ha": 0.401,
  "e_above_lowest_kj_mol": 110.9,
  "species": ["C", "C", "N", "N", "N", "N", "N", "H", "H", "H", "H", "H", "H", "H", "H", "H", "H", "H", "H"],
  "xyz": [[2.769, -0.276, -2.383], [-0.507, -0.024, 0.698], [2.291, 0.054, -1.236], [3.730, 0.379, -3.075], [-1.575, -0.355, 1.366], [0.510, -0.858, 0.555], [-4.135, 0.620, 2.536], [2.327, -1.137, -2.894], [-0.217, 0.943, 0.220], [-4.438, 0.097, 3.411], [2.664, 0.901, -0.749], [3.809, 1.371, -2.821], [3.993, 0.239, -4.114], [-2.440, 0.196, 1.766], [-1.601, -1.376, 1.504], [0.355, -1.873, 0.991], [1.344, -0.538, -0.112], [-4.445, 1.591, 2.573], [-4.433, 0.044, 1.765]],
  "forces_ev_per_angstrom": [[-0.3, 0.2, -0.4], [2.5, 0.3, -0.5], [0.2, 0.7, 0.7], [0.5, 1.2, -1.9], [-2.0, -0.3, 0.6], [-1.0, -2.2, 0.9], [0.6, -1.3, 1.9], [0.3, 0.0, 0.3], [-1.3, -0.4, 0.8], [0.6, 1.2, -1.5], [0.2, -0.8, -1.1], [0.3, -0.7, 0.0], [-1.0, -0.2, 2.6], [1.6, -0.5, -0.7], [-0.4, 0.9, 0.4], [1.0, 2.9, -1.4], [-0.8, -0.9, 0.1], [-0.2, -0.7, -0.4], [-0.8, 0.6, -0.3]],
  "lowdin_charge": [-0.3261, -0.2532, 0.0230, 0.0813, 0.1268, 0.0896, -0.0001, 0.1298, 0.1611, 0.0765, 0.0946, 0.1086, 0.1567, 0.1059, 0.1264, 0.1822, 0.0477, 0.0450, 0.0242]
}